# 1
Entry from OMol25: one molecule with the formula C5H9N3 at a distorted geometry (ωB97M-V/def2-TZVPD).

Atoms and positions in Å:
C1 2.014 -0.026 0.679
C2 0.440 -1.537 -0.438
C3 1.600 1.300 0.238
C4 -0.872 -0.958 -0.389
C5 -2.480 0.467 0.272
N1 1.546 -1.134 0.157
N2 0.928 1.470 -0.842
N3 -1.177 -0.012 0.421
H1 2.979 0.021 1.137
H2 0.608 -2.642 -0.807
H3 2.125 1.957 0.942
H4 -1.705 -1.265 -1.112
H5 -3.202 -0.054 -0.333
H6 -3.111 0.433 1.264
H7 -2.573 1.541 -0.202
H8 2.262 -1.890 0.244
H9 0.619 2.331 -1.232

Calculated values
**LUMO level (alpha / beta)**: 0.17 / 0.17 eV
**HOMO-LUMO gap (alpha / beta)**: 7.379 / 7.379 eV
**Largest force on an atom**: 0.091 Eh/bohr
**Multiplicity**: 1
**E_HOMO (alpha / beta)**: -7.210 / -7.211 eV
**Energy above the lowest of the compared OMol25 structures with the same formula, charge and spin**: 410.92 kJ/mol

---

# 2
Entry from OMol25: C37H27N6O6RhS2 as an isolated structure at a distorted geometry (ωB97M-V/def2-TZVPD).

Atoms and positions in Å:
Rh1 -0.161 -0.444 -0.214
O1 -0.773 5.451 3.123
C1 -0.481 4.382 3.668
O2 -0.317 4.000 4.829
C2 -0.270 3.210 2.615
C3 0.517 2.114 2.954
C4 0.594 1.068 2.051
N1 -0.060 1.128 0.887
C5 -0.794 2.196 0.517
C6 -0.917 3.268 1.395
C7 -1.371 2.060 -0.810
C8 -2.027 3.085 -1.492
C9 -2.464 2.892 -2.784
C10 -2.218 1.664 -3.400
C11 -1.583 0.682 -2.671
N2 -1.177 0.846 -1.413
C12 1.356 -0.183 2.196
C13 2.392 -0.333 3.105
C14 3.139 -1.497 3.099
C15 2.829 -2.482 2.173
C16 1.788 -2.267 1.290
N3 1.057 -1.156 1.297
H1 1.019 2.095 3.910
H2 -1.528 4.127 1.159
H3 -2.187 4.026 -0.984
H4 -2.989 3.682 -3.306
H5 -2.533 1.463 -4.413
H6 -1.388 -0.284 -3.119
H7 2.621 0.481 3.776
H8 3.964 -1.622 3.784
H9 3.397 -3.397 2.115
H10 1.550 -2.996 0.526
C17 0.597 4.522 -3.608
C18 1.388 3.988 -2.464
C19 2.080 4.764 -1.580
C20 2.804 4.130 -0.547
N4 2.800 2.816 -0.407
C21 2.136 2.049 -1.269
S1 2.204 0.359 -1.212
N5 1.430 2.642 -2.298
C22 3.631 4.912 0.414
H11 0.666 5.606 -3.642
H12 -0.448 4.237 -3.501
H13 0.961 4.115 -4.552
H14 2.089 5.839 -1.676
H15 0.965 2.025 -2.952
H16 3.776 5.934 0.073
H17 4.594 4.421 0.536
H18 3.148 4.929 1.392
O3 -1.431 -4.369 6.656
C23 -1.334 -4.874 5.408
O4 -1.199 -6.053 5.238
C24 -1.455 -3.894 4.292
C25 -2.023 -4.345 3.102
C26 -2.288 -3.468 2.068
C27 -1.938 -2.120 2.189
S2 -2.403 -0.956 0.973
C28 -1.311 -1.680 3.359
C29 -1.089 -2.553 4.407
H19 -1.639 -3.428 6.654
H20 -2.286 -5.391 3.025
H21 -2.782 -3.803 1.169
H22 -1.044 -0.636 3.454
H23 -0.618 -2.171 5.306
O5 -2.558 -3.007 -1.181
C30 -1.522 -2.892 -1.784
N6 -0.394 -2.141 -1.467
C31 0.557 -2.345 -2.471
O6 1.678 -1.887 -2.461
C32 -0.026 -3.225 -3.520
C33 0.469 -3.649 -4.736
C34 -0.344 -4.469 -5.511
C35 -1.602 -4.854 -5.069
C36 -2.096 -4.413 -3.844
C37 -1.289 -3.587 -3.089
H24 1.449 -3.332 -5.065
H25 0.001 -4.806 -6.478
H26 -2.211 -5.498 -5.689
H27 -3.080 -4.702 -3.504

Calculated values
**LUMO level**: -1.61 eV
**HOMO-LUMO gap**: 6.382 eV
**Largest force on an atom**: 0.040 Eh/bohr
**Multiplicity**: 1
**E_HOMO**: -7.993 eV
**Energy above the lowest of the compared OMol25 structures with the same formula, charge and spin**: 190.04 kJ/mol

---

# 3
Entry from OMol25: a 2-piece molecular cluster, C5H12NO overall at a distorted geometry (ωB97M-V/def2-TZVPD).

Atoms and positions in Å:
C1 -2.329 -1.567 0.833
C2 -2.110 -0.135 0.265
C3 -1.037 -0.113 -0.734
C4 0.032 0.678 -0.602
N1 1.087 0.431 -1.524
C5 2.360 0.406 -1.296
H1 -3.262 -1.610 1.464
H2 -2.276 -2.375 -0.125
H3 -1.501 -1.842 1.515
H4 -3.059 0.291 -0.052
H5 -1.822 0.594 1.093
H6 -1.292 -0.935 -1.463
H7 0.325 1.124 0.324
H8 0.653 -0.070 -2.415
H9 2.566 1.068 -0.499
H10 2.933 0.166 -2.211
H11 2.222 1.201 2.235
H12 3.716 1.224 1.717
O1 2.796 1.464 1.474

Calculated values
**LUMO level**: -5.07 eV
**HOMO-LUMO gap**: 9.163 eV
**Charge**: +1
**Largest force on an atom**: 0.078 Eh/bohr
**Multiplicity**: 1
**E_HOMO**: -14.229 eV
**Energy above the lowest of the compared OMol25 structures with the same formula, charge and spin**: 243.95 kJ/mol

---

# 4
Entry from OMol25: one molecule with the formula C4H9NO (ωB97M-V/def2-TZVPD).

Atoms and positions in Å:
C1 1.062 0.785 1.780
C2 0.846 0.304 0.343
O1 0.871 -1.133 0.302
C3 -0.357 1.050 -0.193
C4 -1.122 -0.910 -1.656
N1 -1.176 0.406 -0.990
H1 1.913 0.275 2.243
H2 1.228 1.864 1.797
H3 0.163 0.584 2.377
H4 1.702 0.621 -0.271
H5 0.176 -1.432 0.904
H6 -0.086 -1.208 -1.783
H7 -1.657 -1.670 -1.078
H8 -1.607 -0.805 -2.632
H9 -1.988 0.942 -1.276

Calculated values
**LUMO level**: 0.83 eV
**HOMO-LUMO gap**: 8.766 eV
**Largest force on an atom**: 0.010 Eh/bohr
**Multiplicity**: 1
**E_HOMO**: -7.939 eV
**Energy above the lowest of the compared OMol25 structures with the same formula, charge and spin**: 303.44 kJ/mol

---

# 5
Entry from OMol25: a 3-piece molecular cluster, C5H17NO2 overall at a distorted geometry (ωB97M-V/def2-TZVPD).

Atoms and positions in Å:
C1 2.637 -1.216 -1.213
C2 1.797 -0.877 -0.006
C3 1.685 0.630 0.394
C4 0.391 1.279 0.157
C5 -0.705 1.004 1.188
N1 -1.669 2.041 1.538
H1 3.701 -1.297 -0.900
H2 2.524 -0.394 -1.936
H3 2.324 -2.188 -1.510
H4 0.788 -1.292 -0.252
H5 2.091 -1.359 0.944
H6 2.450 1.150 -0.243
H7 1.910 0.697 1.465
H8 0.161 1.268 -0.894
H9 0.456 2.393 0.003
H10 -0.277 0.565 2.109
H11 -1.264 0.186 0.658
H12 -2.164 2.279 0.708
H13 -1.176 2.713 2.098
O1 -1.219 -2.646 1.273
H14 -2.167 -2.604 1.427
H15 -0.871 -1.725 1.303
O2 -2.253 0.196 -2.964
H16 -1.493 0.680 -2.601
H17 -2.221 -0.504 -2.267

Calculated values
**LUMO level**: 0.55 eV
**HOMO-LUMO gap**: 10.072 eV
**Largest force on an atom**: 0.067 Eh/bohr
**Multiplicity**: 1
**SMILES string**: CCCCCN.O.O
**E_HOMO**: -9.525 eV
**Energy above the lowest of the compared OMol25 structures with the same formula, charge and spin**: 175.61 kJ/mol

---

# 6
Entry from OMol25: C11H16N2O5Pd as an isolated structure at a distorted geometry (ωB97M-V/def2-TZVPD).

Atoms and positions in Å:
Pd1 -0.001 1.119 -0.428
C1 0.026 0.953 1.544
O1 0.037 0.511 2.614
C2 -0.009 3.006 -0.962
O2 -0.014 4.070 -1.393
C3 -1.726 0.278 -0.941
O3 -2.684 -0.297 -1.246
C4 1.719 0.276 -0.989
O4 2.659 -0.293 -1.323
C5 -0.005 -1.369 -4.108
H1 0.924 -1.974 -4.125
H2 -0.932 -1.976 -4.100
C6 -0.008 -0.072 -4.398
H3 -0.943 0.455 -4.648
H4 0.924 0.451 -4.672
C7 -2.348 -2.832 1.648
N1 -1.157 -2.910 2.460
C8 -1.369 -3.003 3.885
C9 0.029 -2.703 1.794
O5 0.007 -2.318 0.609
N2 1.226 -2.911 2.435
C10 1.457 -2.989 3.856
C11 2.387 -2.830 1.600
H5 -3.071 -3.581 2.006
H6 -2.068 -3.056 0.618
H7 -2.831 -1.836 1.692
H8 -0.911 -3.907 4.312
H9 -1.045 -2.103 4.436
H10 -2.450 -3.098 4.017
H11 1.019 -3.893 4.301
H12 2.538 -3.070 3.967
H13 1.137 -2.088 4.405
H14 2.090 -3.067 0.582
H15 2.859 -1.838 1.620
H16 3.119 -3.562 1.945

Calculated values
**LUMO level (alpha / beta)**: -6.72 / -10.58 eV
**HOMO-LUMO gap (alpha / beta)**: 8.803 / 4.773 eV
**Charge**: +2
**Largest force on an atom**: 0.128 Eh/bohr
**Multiplicity**: 3
**E_HOMO (alpha / beta)**: -15.521 / -15.357 eV
**Energy above the lowest of the compared OMol25 structures with the same formula, charge and spin**: 0.00 kJ/mol

---

# 7
Entry from OMol25: a 3-piece molecular cluster, C2H10NO3 overall at a distorted geometry (ωB97M-V/def2-TZVPD).

Atoms and positions in Å:
C1 -0.309 -2.252 1.330
N1 0.554 -1.891 0.173
C2 -0.011 -0.684 -0.525
O1 -0.470 0.285 0.276
H1 -1.140 -2.686 0.783
H2 -0.560 -1.369 1.916
H3 0.269 -2.956 1.927
H4 1.483 -1.700 0.526
H5 -0.766 -1.213 -1.157
H6 0.787 -0.375 -1.237
H7 2.094 1.851 -0.006
H8 0.679 1.364 0.430
O2 1.371 2.096 0.582
H9 -0.767 1.504 -2.348
H10 -1.265 1.342 -0.905
O3 -1.280 1.970 -1.684

Calculated values
**LUMO level**: 4.22 eV
**HOMO-LUMO gap**: 8.320 eV
**Charge**: -1
**Largest force on an atom**: 0.038 Eh/bohr
**Multiplicity**: 1
**E_HOMO**: -4.096 eV
**Energy above the lowest of the compared OMol25 structures with the same formula, charge and spin**: 46.48 kJ/mol

---

# 8
Entry from OMol25: one molecule with the formula C24H29N5O3S at a distorted geometry (ωB97M-V/def2-TZVPD).

Atoms and positions in Å:
C1 -5.742 -1.687 -0.985
C2 -5.598 -0.303 -0.427
C3 -6.714 0.511 -0.293
C4 -6.611 1.791 0.220
C5 -5.375 2.272 0.611
C6 -4.254 1.471 0.482
C7 -4.348 0.187 -0.036
C8 -3.129 -0.698 -0.178
C9 -1.836 -0.010 0.148
C10 -1.299 -0.027 1.459
C11 -2.003 -0.720 2.580
N1 -0.167 0.565 1.775
C12 0.487 1.196 0.821
N2 1.642 1.834 0.871
C13 1.845 2.230 -0.396
S1 3.266 3.060 -0.910
C14 4.400 2.667 0.472
C15 5.167 1.389 0.156
O1 6.021 1.404 -0.710
N3 4.935 0.282 0.899
C16 3.856 0.034 1.829
C17 3.089 -1.243 1.441
C18 3.241 -1.514 -0.059
C19 4.725 -1.782 -0.386
C20 5.625 -0.938 0.526
O2 2.740 -0.414 -0.786
C21 2.200 -0.929 -1.978
C22 1.606 -2.261 -1.510
O3 2.456 -2.641 -0.448
N4 0.867 1.931 -1.245
N5 -0.001 1.264 -0.484
C23 -1.158 0.682 -0.839
C24 -1.609 0.838 -2.251
H1 -5.179 -1.792 -1.912
H2 -5.366 -2.430 -0.282
H3 -6.786 -1.907 -1.193
H4 -7.680 0.133 -0.596
H5 -7.491 2.408 0.316
H6 -5.279 3.268 1.016
H7 -3.293 1.857 0.792
H8 -3.254 -1.568 0.472
H9 -3.088 -1.071 -1.204
H10 -2.012 -1.797 2.420
H11 -1.476 -0.509 3.506
H12 -3.032 -0.373 2.658
H13 3.823 2.662 1.389
H14 5.118 3.488 0.473
H15 4.275 -0.080 2.837
H16 3.152 0.864 1.827
H17 2.033 -1.120 1.680
H18 3.462 -2.122 1.967
H19 4.921 -2.846 -0.256
H20 4.903 -1.518 -1.429
H21 5.868 -1.479 1.444
H22 6.547 -0.666 0.011
H23 1.476 -0.212 -2.361
H24 2.987 -1.092 -2.726
H25 1.620 -3.039 -2.275
H26 0.582 -2.129 -1.132
H27 -0.956 1.547 -2.754
H28 -2.636 1.198 -2.283
H29 -1.563 -0.116 -2.778

Calculated values
**LUMO level**: 0.36 eV
**HOMO-LUMO gap**: 8.725 eV
**Largest force on an atom**: 0.026 Eh/bohr
**Multiplicity**: 1
**SMILES string**: Cc1ccccc1Cc1c(C)nc2nc(SCC(=O)N3CCC4(CC3)OCCO4)nn2c1C
**E_HOMO**: -8.365 eV
**Energy above the lowest of the compared OMol25 structures with the same formula, charge and spin**: 231.38 kJ/mol